1.
ORCA calculation (ωB97M-V with the def2-TZVPD basis set) on C22H38KN2O12 as an isolated structure.

The geometry in XYZ format:
```
75
Properties=species:S:1:pos:R:3:forces:R:3:mulliken_charge:R:1
K -0.737 -0.672 0.029 -0.1635 0.6131 -0.2326 0.7595
C -3.747 2.620 2.033 2.1719 0.9170 -1.2674 -1.7425
C -3.239 1.676 0.910 -0.5288 -0.5069 0.1290 0.6905
C -4.105 1.575 -0.353 -0.3634 -0.8877 -0.0180 0.1855
O -3.393 2.274 -1.378 -0.5120 0.1594 0.2588 -0.3253
C -2.151 2.433 -0.964 2.0357 2.3176 -0.0441 0.5043
O -1.322 3.091 -1.569 -1.0674 -1.7672 0.8874 -0.6608
O -1.969 1.916 0.296 0.5149 1.1282 -0.7507 -0.1705
H -2.961 2.865 2.767 -0.2557 -0.5173 -0.3074 0.2794
H -4.590 2.219 2.520 -0.9767 -0.8186 0.5462 0.4559
H -4.048 3.579 1.631 -0.1495 0.2744 -0.3253 0.4382
H -3.102 0.685 1.304 -0.3604 -0.4010 0.4805 0.0687
H -5.085 2.033 -0.210 0.0205 -0.2489 -0.2996 0.4114
H -4.108 0.532 -0.728 -0.5981 0.3894 0.6219 -0.1182
C 2.066 -0.908 4.923 1.2045 0.4311 -0.0593 -1.4540
C 2.049 0.264 3.951 1.0634 -0.4447 -0.8227 0.2258
C 1.793 -0.148 2.475 2.2040 -0.3235 0.3856 0.0797
O 0.559 0.405 2.156 -0.4457 -0.2997 0.5558 0.4513
C 0.255 1.282 3.128 -4.8090 1.9641 -0.2117 0.2264
O -0.759 1.972 3.075 2.4178 -1.3477 0.0525 -0.5511
O 1.042 1.215 4.175 -0.4982 0.1751 0.6323 -0.3502
H 2.875 -1.637 4.664 -0.8220 0.5115 -0.1330 0.3250
H 1.105 -1.373 4.988 -0.5955 -0.5121 -0.1579 0.3541
H 2.333 -0.577 5.916 -0.0588 0.2574 0.3334 0.4377
H 2.924 0.887 3.990 0.9564 -0.3623 0.2539 0.3630
H 1.825 -1.249 2.446 -0.3631 0.5205 -0.4822 -0.0477
H 2.538 0.326 1.791 -0.3278 -0.7197 0.4222 0.0469
C 0.217 1.277 -3.957 0.2830 -0.1092 2.9882 -0.2996
O -1.040 0.894 -4.386 -3.6158 -1.0176 -1.3913 -0.3561
C -1.901 0.279 -3.620 -0.0185 -1.4734 6.3615 0.5087
O -1.588 -0.190 -2.344 -1.6855 2.3376 -6.9574 -0.2677
O -3.170 0.251 -4.125 3.4558 0.1997 0.0407 -0.3612
C -4.245 -0.250 -3.361 1.0173 -3.8488 -0.3356 -0.7632
H 0.808 1.480 -4.808 0.3735 0.5636 -0.9223 0.2404
H 0.617 0.363 -3.478 0.3577 0.8415 0.3702 0.2395
H 0.031 2.160 -3.256 0.8968 -1.2206 -0.7800 0.1702
H -3.989 -0.952 -2.549 0.7055 0.1529 -0.4770 0.1843
H -4.894 -0.834 -4.022 0.0497 0.5833 -0.0905 0.3797
H -4.701 0.501 -2.878 -1.9259 3.0018 1.1667 0.3998
C -1.907 -4.062 0.408 1.3462 -0.2477 -1.3715 -0.2328
O -3.094 -3.927 1.109 -3.0126 2.4639 2.1079 -0.3318
C -3.664 -2.707 1.204 0.9893 5.0115 -2.3526 0.4503
O -3.160 -1.579 0.567 -2.7281 -6.4393 3.7014 -0.3126
O -4.832 -2.660 1.952 3.8032 -1.7853 -2.1822 -0.3332
C -5.454 -1.413 2.155 0.3573 0.3885 0.7426 -0.6117
H -1.203 -3.219 0.542 -0.3877 -0.6260 0.2519 -0.1125
H -2.184 -4.105 -0.645 0.3781 -0.0398 -0.1741 0.3127
H -1.474 -5.034 0.709 -0.1489 0.6993 -0.0796 0.2721
H -5.680 -0.875 1.277 -0.3514 0.1887 -1.3012 0.2709
H -4.860 -0.757 2.759 0.6497 0.2115 0.4421 0.2773
H -6.317 -1.667 2.716 -0.9415 -0.0723 0.2829 0.3264
C 5.102 -1.562 -0.652 -1.4493 -1.1023 0.3033 -1.0439
C 4.927 -2.935 0.011 -0.2255 -0.6394 -0.7074 -0.6897
C 3.697 -3.073 0.970 0.9765 1.2425 -0.4098 -0.2382
C 2.544 -2.486 0.342 -3.3982 1.3521 -1.3866 0.0546
N 1.585 -1.980 -0.110 2.7469 -1.5529 1.0374 -0.4343
H 4.327 -1.362 -1.399 -0.0091 0.0436 0.2861 0.2020
H 6.032 -1.494 -1.142 1.2148 0.0039 -0.5254 0.5089
H 5.072 -0.856 0.143 -0.0626 1.0739 0.4336 0.3016
H 5.820 -3.148 0.559 0.4818 -0.1697 0.6088 0.3716
H 4.891 -3.739 -0.759 -0.2710 0.5191 0.4755 0.3250
H 3.793 -2.547 1.937 0.3992 -0.0402 -0.3773 0.2213
H 3.483 -4.082 1.213 -0.1238 -1.1119 0.1064 0.4118
C 4.227 3.627 -2.578 0.1906 0.3249 -0.0323 -1.5537
C 3.261 2.524 -2.913 0.8834 -0.3761 -1.3617 -0.4612
C 3.202 1.327 -1.954 -1.8901 0.3239 -0.3941 -0.2070
C 2.074 1.437 -0.974 0.2281 -0.0035 0.4772 0.1193
N 1.246 1.527 -0.168 0.8758 -0.0590 -1.2221 -0.3309
H 3.797 4.189 -1.776 0.1463 0.4891 0.7868 0.3535
H 4.428 4.337 -3.374 -0.5505 -0.0102 -0.4240 0.4093
H 5.222 3.299 -2.342 0.4274 -0.5171 0.5523 0.3750
H 3.484 2.131 -3.916 0.1778 -0.0675 0.2642 0.4483
H 2.309 2.973 -3.048 -1.1298 0.2484 0.1480 0.1994
H 4.111 1.177 -1.422 0.7704 -0.1157 0.4421 0.4810
H 3.001 0.453 -2.584 0.0497 -0.1209 0.4309 0.2434
```
Positions in Å, forces in eV/Å.

Calculated values
Energy above the lowest of the compared OMol25 structures with the same formula, charge and spin   0.000 eV
Orbital gap   10.44 eV
Charge   +1
Total energy   -67299.147 eV
LUMO level   -2.22 eV

2.
ORCA calculation (ωB97M-V with the def2-TZVPD basis set) on an isolated ion of composition C4H10N and charge +1.

The geometry in XYZ format:
```
15
Properties=species:S:1:pos:R:3:forces:R:3:mulliken_charge:R:1
C 2.154 -0.167 -0.796 0.1739 -2.3230 0.1878 -0.9869
C 1.277 0.614 0.173 -1.7009 0.5016 0.6521 -0.4844
C -0.235 0.489 -0.130 0.1526 1.2243 1.0013 -0.5409
C -1.026 -0.365 0.521 1.1779 -0.1606 0.3636 -0.0750
N -2.489 -0.452 0.293 0.5052 0.9226 0.3554 -0.2587
H 1.574 -1.065 -1.239 0.9223 1.6367 0.3864 0.2944
H 2.731 0.372 -1.552 -0.7965 0.2734 -0.0809 0.3243
H 2.955 -0.654 -0.225 -0.1818 0.0357 0.0545 0.2848
H 1.364 0.427 1.261 0.4622 -0.7919 -0.6079 0.3485
H 1.451 1.682 0.178 0.3499 0.3401 -0.5038 0.3722
H -0.607 1.403 -0.640 -0.2537 -1.2475 -0.5808 0.2828
H -0.659 -0.926 1.394 -0.3027 -0.2437 -0.8325 0.3518
H -2.680 0.323 -0.360 -0.6442 -0.3927 0.2961 0.3583
H -2.968 -0.346 1.193 -0.1754 0.4764 -0.2051 0.3678
H -2.841 -1.334 -0.070 0.3111 -0.2515 -0.4861 0.3610
```
Positions in Å, forces in eV/Å.

Calculated values
Energy above the lowest of the compared OMol25 structures with the same formula, charge and spin   1.703 eV
Orbital gap   11.19 eV
Structure (SMILES)   CC/C=C/[NH3+]
Charge   +1
Total energy   -5792.155 eV
LUMO level   -3.80 eV

3.
ORCA calculation (ωB97M-V with the def2-TZVPD basis set) on C54H44Cl5IN4O3P2S2SiSr as an isolated structure.

The geometry in XYZ format:
```
117
Properties=species:S:1:pos:R:3:forces:R:3:mulliken_charge:R:1
Sr 15.699 13.529 16.239 -2.1487 -0.2718 -0.2771 1.7401
C 17.554 9.876 9.324 1.0513 0.7098 -0.4594 -0.9614
Si 16.680 10.910 7.993 -0.9795 0.3747 -0.7314 0.3384
C 17.762 10.959 6.406 0.2239 -0.2594 0.2196 -1.0650
C 16.375 12.810 8.118 0.8529 -0.1964 0.6827 -1.0588
C 15.112 9.871 7.527 0.4820 -0.1436 -1.2918 0.2815
C 15.042 8.981 6.408 -1.3829 1.9288 2.1326 -0.4063
C 13.876 8.231 6.282 2.4155 -0.9190 -3.7866 -0.3400
C 12.866 8.327 7.161 -1.0342 -1.2574 1.4885 -0.1978
N 12.912 9.042 8.257 0.9326 2.9028 0.6565 -0.5060
C 13.978 9.961 8.385 -0.0509 -2.3798 0.1980 0.0188
S 14.156 11.004 9.740 -0.5440 0.1218 0.4517 -0.5194
H 16.710 9.630 9.927 -0.6254 -0.8441 0.5328 0.2787
H 18.248 10.395 10.037 -0.2556 -0.3999 -0.9203 0.3103
H 18.038 8.987 8.820 -0.5249 0.8839 0.7904 0.2554
H 18.737 11.479 6.615 -0.7563 -0.5882 -0.2661 0.2993
H 17.235 11.509 5.588 0.4120 -0.5685 0.5085 0.2541
H 17.934 9.886 6.143 0.1574 0.8770 -0.2311 0.2403
H 15.923 13.071 7.165 -0.4282 0.0821 -0.0482 0.3256
H 17.373 13.300 8.078 -0.3959 -0.1373 0.2217 0.2921
H 15.778 13.178 8.978 0.3988 -0.3045 -0.7289 0.2655
H 15.726 9.082 5.594 0.7425 -0.4845 -0.1925 0.3410
H 13.883 7.568 5.371 -0.6459 0.5482 1.0759 0.2241
H 12.021 7.634 7.104 0.0160 0.2333 -0.1865 0.3375
Cl 18.218 16.175 17.316 -0.1710 -0.2596 -0.0045 -0.2248
C 18.045 14.722 18.257 1.2878 -1.6373 3.3355 0.3338
C 17.262 13.674 17.923 -1.0505 -0.3213 -2.4422 -0.9633
C 16.928 12.504 18.564 2.5153 1.9060 2.2466 0.2929
Cl 16.106 11.167 17.828 -0.5232 -0.1683 -0.2736 -0.2716
C 17.451 12.403 19.862 0.4040 0.4130 0.5869 0.2739
Cl 16.822 11.242 20.958 0.2639 -0.2706 0.0268 -0.1833
C 18.447 13.339 20.320 -0.5004 0.8376 -2.8249 -0.0159
Cl 19.388 12.977 21.682 -0.0855 0.2106 0.3566 -0.1618
C 18.764 14.495 19.478 -0.7011 0.0436 0.4645 0.4392
Cl 19.866 15.738 20.034 -0.2257 -0.7816 -0.0321 -0.1842
N 8.134 16.777 22.562 1.7058 -1.4724 2.6855 -0.5182
P 7.542 21.798 6.325 -1.2558 0.0481 -0.9033 -0.1514
C 6.961 20.102 6.159 -0.6805 -1.0760 -1.2594 0.3975
C 6.906 19.356 7.334 -1.5430 -1.1128 -0.5486 -0.3826
C 6.554 17.983 7.334 0.7516 0.5767 -2.1442 -0.6845
C 6.203 17.385 6.091 -0.5545 1.3255 0.9760 -0.4218
C 6.037 18.226 4.957 0.1092 -1.1163 -0.1990 -0.4318
C 6.601 19.497 4.902 0.3449 0.3118 0.6241 -0.3598
C 9.212 21.272 6.499 1.7556 1.2650 -0.6072 1.0125
C 9.573 21.003 7.832 2.9001 -0.4762 -1.4661 -0.5263
C 10.956 21.194 8.108 -0.4879 -0.3326 1.6727 -0.4733
C 11.893 21.398 7.122 -0.6640 0.3017 0.5324 -0.5124
C 11.489 21.561 5.805 2.1741 -0.6603 -1.4057 -0.2666
C 10.183 21.573 5.449 -2.2282 -0.4083 1.7849 -0.6492
P 7.705 17.853 21.490 -2.1710 5.2105 -2.6291 1.2411
C 7.515 16.698 20.174 -0.5657 -0.9874 -1.3574 0.2351
C 7.397 17.150 18.869 -0.6718 -0.1602 -1.5114 -0.2604
C 7.088 16.292 17.806 -0.7287 -2.1146 0.8450 -0.5726
C 6.943 14.874 18.055 -0.2162 2.1702 -2.0495 -0.4417
C 7.321 14.450 19.294 -0.3474 -1.9383 -0.4269 -0.5426
C 7.428 15.312 20.336 1.8277 0.3305 2.0161 -0.3081
C 9.135 18.972 21.017 0.4913 -0.1349 0.0095 -0.0445
C 10.338 18.474 20.483 -0.6479 -1.0763 0.2561 -0.1252
C 11.460 19.260 20.306 -0.5388 -0.3435 -0.4228 -0.5917
C 11.304 20.632 20.292 0.7096 0.4212 0.2185 -0.3089
C 10.059 21.163 20.586 -1.7573 1.4204 0.9865 -0.3457
C 8.985 20.370 21.097 1.5763 -0.2533 -0.6290 -0.4562
H 7.979 16.750 23.563 -0.3522 0.3141 -0.0375 0.2773
H 6.944 19.893 8.258 0.3791 0.0266 0.5541 0.5496
H 6.664 17.408 8.232 -0.1885 -0.2653 0.2816 0.3955
H 5.963 16.318 6.050 -0.1256 0.4809 -0.0421 0.3537
H 5.439 17.853 4.095 1.0736 0.0469 0.4494 0.3270
H 6.837 19.933 3.882 -0.8118 -0.0308 1.5533 0.2844
H 9.020 20.335 8.480 -0.6303 0.9964 0.3374 0.2653
H 11.324 21.192 9.173 -0.5128 -0.4608 -1.1951 0.2738
H 12.907 21.395 7.459 0.6199 0.2050 -0.3321 0.3877
H 12.248 21.559 4.992 -0.4537 0.3221 0.7449 0.2801
H 9.861 21.733 4.413 0.0289 0.0309 0.5904 0.3326
H 7.417 18.183 18.584 0.2541 0.5784 0.3912 0.3736
H 6.870 16.667 16.816 0.0870 0.1920 0.0477 0.3817
H 6.519 14.168 17.284 1.0179 0.8883 0.7696 0.3570
H 7.552 13.389 19.401 -0.6002 0.1589 0.4511 0.3920
H 7.695 14.872 21.309 -0.3259 0.3450 -0.4542 0.2998
H 10.347 17.429 20.139 0.2453 0.2306 0.7240 0.3241
H 12.407 18.780 20.116 0.1085 0.1015 -0.2745 0.3817
H 12.214 21.221 20.091 -0.8569 0.0703 0.0160 0.3231
H 9.793 22.269 20.550 0.9417 -1.4515 -0.0202 0.2675
H 8.129 20.884 21.517 -0.1156 -0.4354 -0.2123 0.4304
O 4.837 4.787 17.115 0.9053 -0.2158 0.0432 -0.6669
S 5.349 6.192 17.069 -0.7185 1.6883 -0.3630 0.0386
O 6.610 18.907 21.578 0.9311 -2.0858 0.6045 -0.7683
N 6.764 6.613 16.358 -0.8000 -1.0044 1.6496 -0.3453
C 6.810 6.580 15.040 -0.7136 0.0341 -1.5583 0.4418
C 5.873 6.034 14.141 -0.0085 0.7072 0.5575 -0.5546
C 6.085 5.815 12.785 1.6978 -0.3648 0.2250 -0.7188
C 7.324 6.188 12.226 -2.3972 -0.7643 -0.5953 -0.7218
C 8.228 6.871 13.063 0.6870 -0.3102 -1.2103 1.0281
C 9.537 7.125 12.585 0.4128 0.1949 -0.1256 -0.6253
C 10.482 7.564 13.472 0.3654 -0.1345 -1.1586 -0.5030
C 10.117 7.711 14.790 1.1272 0.0218 2.1406 -0.1789
N 8.937 7.485 15.278 0.5334 0.7200 0.3970 -0.4812
C 7.974 7.113 14.433 0.4517 -0.9683 -0.4756 0.1934
C 5.913 6.571 18.737 1.2801 -0.4753 -0.3602 0.6283
C 7.236 6.482 19.191 0.6184 -0.6300 -0.7216 -0.4432
C 7.455 6.481 20.566 0.5151 -0.0206 -0.7701 -0.2624
C 6.444 6.761 21.459 0.3247 -1.1255 1.4388 -0.4205
C 5.165 7.014 20.964 -0.4533 0.2283 1.6517 -0.3683
C 4.907 6.858 19.624 -0.5248 0.3780 -0.0629 -0.5613
H 4.939 5.840 14.588 -1.0671 -0.9195 0.2086 0.4487
H 5.410 5.089 12.315 0.0631 0.7809 -0.3577 0.2859
H 7.475 5.893 11.161 0.5126 0.5399 1.0300 0.2346
H 9.809 6.885 11.547 -0.2419 0.2073 0.4506 0.3766
H 11.525 7.720 13.235 -0.0193 -0.0296 -0.4030 0.3803
H 10.927 7.846 15.553 -0.6663 0.3097 -0.6643 0.2894
H 8.116 6.292 18.502 -1.5198 0.2719 0.6239 0.3052
H 8.444 6.185 20.906 -0.0453 0.2288 0.1669 0.3325
H 6.707 6.499 22.540 -0.8430 1.0670 -1.3275 0.2202
H 4.350 7.299 21.663 0.5587 -0.3717 -0.5324 0.2856
H 3.906 6.962 19.219 -0.0780 0.0114 0.1569 0.3640
O 17.765 13.819 13.293 -4.6789 -2.6946 4.6774 -0.0448
C 16.994 13.400 14.084 5.6119 2.6413 -6.0762 -0.0495
I 20.535 6.950 16.414 -0.0169 0.1422 0.0713 -0.9908
```
Positions in Å, forces in eV/Å.

Calculated values
Energy above the lowest of the compared OMol25 structures with the same formula, charge and spin   8.295 eV
Orbital gap (spin up / spin down)   0.98 / 1.88 eV
Charge   -2
Total energy   -188480.055 eV
LUMO level (spin up / spin down)   -1.16 / -0.26 eV